Molecular formula: C32H92N20O16
Method: DFT, ωB97M-V with the def2-TZVPD basis set

As for the multiplicity: 1. As for the gap between HOMO and LUMO: 0.2965 hartree. The LUMO energy comes out at 0.08 eV. As for the SMILES: COCCNCCOC.COCCNCCOC.COCCNCCOC.COCCNCCOC.NC(N)=O.NC(N)=O.NC(N)=O.NC(N)=O.NC(N)=O.NC(N)=O.NC(N)=O.NC(N)=O.

Positions of all 160 atoms, in Å:
H: -11.763 12.527 23.987
N: -9.449 18.325 15.680
H: -10.243 17.622 24.217
H: -19.524 17.099 26.315
H: -4.044 5.390 24.687
O: -9.860 14.077 25.514
C: -11.527 21.059 23.467
H: -13.283 17.786 18.769
H: -13.317 16.062 19.056
H: -4.381 11.945 24.679
H: -8.235 17.684 17.466
C: -9.945 23.929 21.607
O: -10.246 15.397 17.209
C: -9.036 13.314 25.003
H: -13.509 13.655 17.258
H: -12.881 11.576 22.959
H: -12.609 21.831 27.284
C: -11.761 16.343 27.946
H: -4.600 13.764 24.916
H: -7.986 11.597 25.327
H: -13.770 16.896 21.862
H: -16.312 15.713 18.748
H: -9.454 14.020 22.269
N: -17.714 13.426 17.108
N: -5.640 9.889 23.876
O: -5.083 7.207 24.664
H: -11.934 14.282 17.153
C: -4.127 8.300 24.833
H: -9.891 17.649 16.275
H: -7.162 19.223 23.437
N: -11.152 22.411 23.115
N: -12.531 13.573 17.541
H: -11.109 21.294 25.671
N: -8.276 13.731 23.994
H: -21.472 21.359 22.292
H: -12.460 20.656 22.850
H: -3.492 10.097 23.663
H: -21.716 17.880 25.370
H: -13.380 12.427 24.505
N: -9.073 16.311 20.143
H: -4.320 8.748 25.776
H: -9.752 15.939 19.551
C: -21.567 19.804 24.451
H: -6.889 23.364 22.697
C: -8.864 15.669 21.276
H: -17.237 16.517 26.050
H: -9.771 16.551 27.088
H: -20.688 19.065 26.160
H: -10.313 24.527 22.530
C: -12.688 16.932 18.959
H: -12.189 19.951 25.231
H: -12.041 16.680 18.042
C: -12.041 17.971 21.096
O: -8.486 23.793 21.570
H: -4.069 6.201 26.153
H: -11.804 15.407 22.112
C: -7.952 23.457 22.801
H: -8.171 22.535 23.325
N: -10.615 17.030 27.465
H: -9.980 21.831 21.498
H: -14.205 22.425 26.756
H: -13.931 14.100 24.697
H: -3.063 7.994 24.746
H: -10.696 20.375 23.195
O: -12.920 21.925 25.207
C: -10.674 22.599 21.799
H: -5.784 12.206 21.317
H: -22.208 19.576 23.569
O: -15.499 13.769 17.502
H: -6.288 9.836 21.805
H: -6.295 9.204 24.182
C: -16.678 14.054 17.726
H: -12.993 18.089 22.970
H: -15.558 18.231 26.103
O: -11.131 13.187 19.269
O: -8.131 16.141 22.187
H: -14.487 15.115 23.315
H: -14.217 13.641 19.547
H: -10.124 14.234 20.647
H: -4.327 11.633 22.148
H: -10.034 13.144 17.912
O: -5.482 12.924 23.230
H: -11.920 22.971 23.393
H: -10.113 18.698 14.991
H: -22.229 20.307 25.174
H: -9.037 15.773 15.075
H: -8.731 17.238 20.102
H: -9.129 12.672 16.464
O: -9.328 19.372 25.692
N: -9.375 18.038 23.873
C: -4.302 9.300 23.684
H: -3.524 13.292 23.680
C: -8.874 19.003 24.636
C: -8.580 19.219 16.334
C: -5.392 11.804 22.249
C: -17.679 17.319 25.415
C: -4.449 12.960 24.154
C: -20.899 21.805 23.198
H: -20.034 22.244 22.707
C: -13.641 14.673 23.792
H: -19.288 18.801 24.016
H: -5.492 5.428 25.750
C: -16.260 19.093 26.020
N: -8.807 14.897 15.527
H: -7.376 19.113 17.934
H: -11.189 14.280 27.537
N: -8.828 12.100 25.530
C: -13.424 21.687 26.563
H: -19.383 16.068 25.005
H: -13.937 20.693 26.532
C: -12.503 15.556 24.030
C: -19.135 17.075 25.278
H: -13.172 13.290 20.665
H: -9.280 11.811 26.373
N: -11.558 14.993 28.153
H: -17.519 12.548 16.707
H: -8.367 14.701 23.699
N: -7.860 18.596 17.307
N: -13.388 13.164 19.673
O: -8.452 20.390 16.042
C: -9.488 14.584 16.646
H: -16.138 19.687 26.926
H: -17.992 15.399 18.529
H: -10.181 24.432 20.634
H: -21.545 22.447 23.780
O: -13.284 13.590 22.862
H: -12.683 18.781 20.788
O: -20.514 20.662 23.970
H: -18.674 13.657 17.407
N: -17.034 15.023 18.604
O: -12.830 16.911 28.268
O: -11.728 17.121 20.003
H: -17.193 17.218 24.396
H: -7.252 20.166 24.774
O: -17.612 18.596 25.948
H: -10.765 17.999 27.199
H: -15.949 19.687 25.123
H: -7.196 10.927 22.969
C: -11.920 21.003 24.997
N: -9.294 13.349 17.226
H: -12.477 14.767 28.524
N: -11.927 16.194 22.799
H: -8.903 17.621 23.060
N: -9.444 14.430 21.360
C: -12.242 13.385 18.864
C: -12.822 17.228 22.251
H: -11.115 18.341 21.476
H: -11.722 15.100 24.630
C: -12.779 12.464 23.611
H: -8.051 14.326 15.203
H: -4.290 8.699 22.760
H: -12.860 16.371 24.672
H: -7.549 13.236 23.504
C: -4.660 6.027 25.326
N: -7.818 19.730 24.030
H: -11.512 22.552 21.120
C: -6.186 10.553 22.644
C: -20.922 18.666 25.158
H: -8.117 24.301 23.476
N: -19.834 18.054 24.457

Atomic partial charges in e from the Mulliken method, atoms 1 to 8: H 0.19; N -0.38; H -0.40; H 0.33; H 0.30; O -0.56; C 0.16; H 0.51

Molecular formula: C5H6F2
Method: DFT, ωB97M-V with the def2-TZVPD basis set

As for the multiplicity: 1. As for the gap between HOMO and LUMO: 0.2968 hartree. The LUMO energy comes out at -0.68 eV.

Positions of all 13 atoms, in Å:
H: 0.299 -2.553 -0.194
H: 1.796 -1.680 0.039
H: -0.859 -0.242 0.063
C: 0.374 -0.277 -0.179
C: 0.928 -1.669 -0.493
C: 0.783 0.875 0.084
F: -2.154 0.583 1.214
H: 1.199 2.482 1.268
C: -2.103 -0.493 0.367
H: 0.792 2.826 -0.513
H: 1.139 -1.863 -1.517
F: -3.095 -0.173 -0.452
C: 0.901 2.183 0.314

Atomic partial charges in e from the natural (NBO) method, atoms 1 to 8: H 0.23; H 0.23; H 0.14; C -0.14; C -0.64; C 0.06; F -0.35; H 0.22

Molecular formula: C6H9B3BeF12N3
Method: DFT, ωB97M-V with the def2-TZVPD basis set

As for the multiplicity: 1. As for the gap between HOMO and LUMO: 0.0908 hartree. As for the total charge: -1. The LUMO energy comes out at -6.35 eV.

Positions of all 34 atoms, in Å:
C: 3.670 1.223 -5.865
F: 2.114 2.050 4.974
H: -4.805 -3.993 5.135
Be: -0.997 0.778 0.226
B: -3.642 0.215 -3.605
H: 3.757 -6.050 1.419
F: -3.040 -0.792 -2.846
N: 2.347 0.743 -3.690
F: -2.858 0.319 -4.733
B: 1.686 6.042 -0.948
H: 2.656 -6.492 0.169
H: -6.481 -3.388 5.176
H: 3.985 0.319 -6.386
F: -3.595 1.401 -2.953
B: 1.336 2.517 3.912
H: -5.264 -2.584 6.097
C: -4.973 -2.267 4.001
F: 1.259 3.881 3.884
F: 1.900 2.141 2.691
N: 1.544 -3.803 1.162
C: -5.430 -3.100 5.151
C: 2.693 -6.158 1.206
F: 2.824 5.551 -0.359
F: 1.025 6.897 -0.058
H: 4.585 1.776 -5.651
F: 2.043 6.691 -2.047
F: 0.111 1.913 3.988
F: 0.861 4.968 -1.165
C: 2.952 0.970 -4.628
N: -4.612 -1.628 3.136
H: 2.997 1.738 -6.550
C: 2.024 -4.830 1.208
F: -4.958 -0.127 -3.917
H: 2.283 -6.923 1.865

Atomic partial charges in e from the natural (NBO) method, atoms 1 to 8: C -0.72; F -0.56; H 0.25; Be 1.26; B 1.32; H 0.25; F -0.54; N -0.33

Molecular formula: C10H14N
Method: DFT, ωB97M-V with the def2-TZVPD basis set

As for the multiplicity: 1. As for the gap between HOMO and LUMO: 0.3255 hartree. As for the total charge: +1. The LUMO energy comes out at -4.60 eV. As for the SMILES: C[C@@H]1C#C[N@+]2(C)C[C@@]23CC[C@@H]13.

Positions of all 25 atoms, in Å:
C: 0.655 0.387 3.022
H: -1.879 0.009 -2.011
H: 1.642 0.852 -2.200
N: 0.784 -0.887 -1.061
C: -0.016 0.419 -0.733
C: -0.197 -0.329 2.015
H: 0.391 1.499 3.137
C: -0.581 0.634 0.709
H: 0.055 -1.022 -2.960
C: 1.289 0.868 -1.196
H: 1.948 0.915 -0.275
H: -2.368 -0.379 0.209
H: -2.750 1.315 0.404
H: 0.739 -2.661 -2.370
C: 0.530 -1.350 1.249
C: -1.344 0.686 -1.334
C: 0.951 -1.619 0.129
H: 1.850 -1.386 -2.942
H: -1.284 1.606 -1.898
H: 0.532 0.035 3.989
H: -0.328 1.579 1.180
C: 0.839 -1.560 -2.414
C: -1.940 0.674 0.080
H: -1.141 -0.586 2.612
H: 1.624 0.301 2.660

Atomic partial charges in e from the natural (NBO) method, atoms 1 to 8: C -0.60; H 0.25; H 0.25; N -0.30; C 0.13; C -0.28; H 0.22; C -0.19

Molecular formula: C51H65N4W
Method: DFT, ωB97M-V with the def2-TZVPD basis set

As for the multiplicity: 3. As for the gap between HOMO and LUMO (alpha / beta): 0.1817 / 0.1911 hartree. As for the total charge: +1. Its expectation value of S² is 2.028. The LUMO energy (alpha / beta) comes out at -4.38 / -4.21 eV.

Positions of all 121 atoms, in Å:
N: 0.338 0.137 -2.204
C: 0.169 2.952 -1.014
C: 3.852 -0.729 1.298
H: -3.844 -0.280 3.962
H: 5.219 -2.098 2.143
C: 5.339 -1.367 -0.698
C: -2.520 1.240 4.752
H: 2.954 2.154 -2.770
C: -0.631 -0.376 -5.789
H: 1.337 2.525 -3.385
C: -5.154 2.018 -3.592
H: 3.753 2.282 2.072
H: -2.009 3.850 1.441
H: -3.179 -3.640 1.003
C: -1.048 -4.042 0.918
H: -1.892 -4.685 -0.971
H: -1.959 -1.921 -5.061
H: -4.208 2.226 -4.083
H: 6.555 -0.528 3.444
C: 1.152 1.574 5.948
H: 2.251 -0.212 -6.137
H: -0.350 0.043 6.098
H: 1.032 -4.441 1.386
H: 6.188 -1.264 -0.022
H: 5.991 -3.255 -1.539
N: -0.338 0.685 1.758
H: 3.404 -0.249 -4.808
C: 2.509 -0.244 1.433
H: -2.854 -0.828 5.306
N: 1.949 -0.026 0.181
C: -6.091 0.361 1.116
C: -0.598 0.130 -3.232
C: -1.118 -5.001 -0.275
C: -0.737 -2.700 0.442
H: -0.487 3.122 -1.867
C: -2.601 0.669 -1.854
H: 2.803 -2.699 -4.450
C: -5.488 1.534 0.342
C: -1.548 1.008 2.356
H: 3.482 2.634 -0.348
C: 1.376 -0.373 -4.209
H: -5.919 1.891 -4.352
N: -1.945 0.813 -0.636
H: 1.161 -0.497 5.367
C: 2.944 2.983 2.268
H: 3.378 3.975 2.394
C: -0.275 3.336 0.270
H: 1.981 1.855 5.304
C: 0.448 0.327 5.409
H: -5.378 -0.046 1.827
H: -1.346 -6.009 0.065
H: -5.299 2.361 1.030
C: 4.114 -0.813 -0.049
C: 2.423 2.750 -0.169
C: -1.245 -1.774 -5.864
H: 0.105 -3.770 2.727
C: -1.625 3.976 0.431
W: 0.014 0.426 -0.226
H: -6.972 0.692 1.658
H: -0.472 -2.530 -5.765
C: -1.421 0.966 3.780
H: 2.391 -0.252 3.531
H: 4.206 -1.273 3.327
C: -2.729 1.224 1.660
H: -0.125 -5.463 2.257
C: 0.043 -0.182 -4.476
H: -2.318 -3.313 2.508
H: 2.447 2.704 3.195
H: -1.752 -1.918 -6.812
C: -2.388 -3.993 1.661
C: 2.087 2.798 -2.649
C: 2.472 -0.680 -5.176
C: 0.066 -4.460 1.886
H: 0.106 -0.262 -6.583
H: -2.093 1.510 5.719
H: 0.311 3.655 2.305
H: 3.529 -2.365 -6.024
C: 1.974 2.984 1.129
H: 6.501 0.035 1.776
C: 1.545 2.755 -1.252
H: -2.352 3.587 -0.280
H: -3.117 2.089 4.409
H: 1.542 1.377 6.942
H: 5.511 0.823 3.003
C: -2.936 1.101 0.292
C: 2.662 -2.182 -5.395
H: -4.231 0.232 5.608
H: -3.604 1.447 2.251
C: -4.012 0.875 -1.676
C: -0.140 0.559 4.058
H: -2.581 0.318 -3.931
H: -0.167 -5.016 -0.802
C: -1.955 0.377 -3.052
C: 5.129 -2.849 -1.016
H: -6.212 1.879 -0.396
C: 1.837 -0.040 2.630
C: 4.772 -1.135 2.404
C: -5.057 0.756 -2.735
H: -4.838 -0.100 -3.375
H: 1.792 -2.601 -5.889
C: 0.637 3.326 1.328
C: 5.903 -0.134 2.668
C: 0.528 0.389 2.801
C: 2.730 -0.434 -2.107
H: 0.461 2.411 6.006
H: 2.402 3.823 -2.856
H: -1.524 5.047 0.243
H: -6.024 0.574 -2.263
H: 5.570 -0.817 -1.613
H: 4.982 -3.410 -0.096
H: -6.382 -0.433 0.436
C: 2.929 -0.395 -0.733
C: -3.421 0.014 4.919
H: 4.248 -2.979 -1.639
H: -2.648 -4.984 2.024
C: 1.545 -0.210 -2.795
H: 3.571 -0.743 -2.710
H: -1.404 0.379 -5.934
H: -5.417 2.875 -2.978
C: -4.213 1.178 -0.351
C: -0.465 -1.582 0.061

Atomic partial charges in e from the natural (NBO) method, atoms 1 to 8: N -0.63; C -0.29; C 0.00; H 0.20; H 0.22; C -0.45; C -0.43; H 0.23

M per entry: 1013.21; 104.10; 392.58; 148.23; 917.95 g/mol